Entry one
Density functional theory data (ωB97M-V with the def2-TZVPD basis set) for 2 unconnected molecules or ions with the total composition C9H13N3.

Geometry (Å):
C1 -1.597 -1.826 0.397
C2 -1.357 -1.249 1.665
C3 -0.781 -1.312 -0.546
C4 -0.323 -0.399 1.445
C5 2.110 1.152 -0.251
C6 0.775 0.495 -0.583
C7 -0.688 -1.647 -1.994
C8 0.629 0.246 2.431
C9 -0.715 2.106 -0.812
N1 2.184 1.271 -1.765
N2 1.119 0.578 -1.943
N3 0.004 -0.414 0.127
H1 -2.234 -2.724 0.211
H2 -1.822 -1.443 2.593
H3 1.983 2.079 0.229
H4 2.955 0.684 0.114
H5 -0.813 -0.625 -2.375
H6 0.269 -2.272 -2.174
H7 -1.464 -2.371 -2.104
H8 1.511 -0.196 2.126
H9 0.462 1.364 2.298
H10 0.302 -0.167 3.402
H11 -0.481 2.944 -0.188
H12 -1.521 1.483 -0.456
H13 -0.506 2.243 -1.844

Summary:
Molecular weight ... 163.2 Da
HOMO-LUMO gap (spin up / spin down) ... 7.86 / 7.86 eV
2S+1 ... 1
Charge ... 0
E_HOMO (spin up / spin down) ... -0.2941 / -0.2941 Eh

Löwdin atomic charge list, values in e, 8 entries: -0.07 -0.03 -0.32 -0.31 -0.10 -0.29 -0.03 0.00


Entry two
Density functional theory data (ωB97M-V with the def2-TZVPD basis set) for a single C9H13N3 molecule.

Geometry (Å):
C1 2.479 -0.981 -1.010
C2 2.012 0.277 -0.245
N1 0.770 0.143 0.486
C3 0.720 -0.951 1.475
C4 -0.252 -1.804 1.094
N2 -0.750 -1.337 -0.182
C5 -2.134 -1.657 -0.467
C6 -3.090 -0.717 -0.521
C7 -2.739 0.651 -0.033
C8 -1.476 0.938 0.185
C9 -0.925 2.259 0.659
N3 -0.475 0.029 -0.189
H1 1.761 -1.431 -1.708
H2 3.349 -0.646 -1.413
H3 2.843 -1.621 -0.225
H4 2.920 0.461 0.426
H5 1.965 0.948 -1.057
H6 1.503 -1.082 2.197
H7 -0.524 -2.691 1.565
H8 -2.280 -2.789 -0.511
H9 -4.208 -0.908 -0.545
H10 -3.505 1.383 0.209
H11 -1.396 2.555 1.583
H12 -1.020 2.967 -0.165
H13 0.139 1.983 0.931

Summary:
Molecular weight ... 163.2 Da
Structure (SMILES) ... CCN1C=CN2C=CC=C(C)N21
HOMO-LUMO gap ... 7.85 eV
2S+1 ... 1
Charge ... 0
E_HOMO ... -0.2508 Eh

Löwdin atomic charge list, values in e, 8 entries: -0.09 -0.22 -0.14 -0.04 -0.04 -0.06 -0.10 -0.08


Which is most stable, and by how much? entry two, by 23.5 kcal/mol.


Entry one
Density functional theory data (ωB97M-V with the def2-TZVPD basis set) for a molecular structure, C9H13N3.

Geometry (Å):
C1 0.347 1.698 -0.073
C2 1.152 0.424 -0.118
C3 2.218 0.151 0.498
C4 2.897 -1.050 0.460
C5 1.227 -1.900 -0.756
C6 0.618 -0.672 -0.763
C7 -1.880 -0.143 -0.311
C8 -1.808 -0.302 1.152
C9 -2.925 -1.005 0.320
H1 1.553 2.884 -1.381
H2 0.756 3.719 -0.341
H3 -0.675 1.574 -0.791
H4 -0.318 1.458 0.989
H5 2.622 1.023 1.029
H6 3.703 -1.282 1.569
H7 0.931 -2.953 -1.308
H8 -1.007 -1.585 -1.370
H9 -2.178 0.757 -1.009
H10 -1.910 0.562 1.907
H11 -1.056 -0.961 1.548
H12 -3.944 -0.428 0.287
H13 -3.033 -2.141 0.178
N1 1.136 2.767 -0.317
N2 2.294 -2.091 0.032
N3 -0.720 -0.502 -1.431

Summary:
Molecular weight ... 163.2 Da
HOMO-LUMO gap ... 9.59 eV
2S+1 ... 1
Charge ... 0
E_HOMO ... -0.3258 Eh

Löwdin atomic charge list, values in e, 8 entries: -0.30 -0.26 -0.11 -0.18 -0.11 -0.24 -0.36 -0.15


Entry two
Density functional theory data (ωB97M-V with the def2-TZVPD basis set) for a single C9H13N3 molecule.

Geometry (Å):
C1 -0.455 -1.746 -2.461
C2 -0.477 -0.842 -1.674
C3 -0.697 0.122 -0.666
C4 -1.741 0.915 -0.368
C5 -2.838 1.184 -1.299
N1 -1.470 1.673 0.762
C6 -0.354 1.255 1.218
N2 0.006 1.777 2.393
N3 0.183 0.200 0.630
C7 1.401 -0.449 0.864
C8 2.335 -0.289 -0.446
C9 1.121 -1.940 1.028
H1 -0.305 -2.375 -3.195
H2 -3.436 1.985 -0.810
H3 -2.410 1.336 -2.248
H4 -3.548 0.274 -1.375
H5 -0.717 2.383 2.704
H6 0.819 2.429 2.481
H7 1.920 0.029 1.693
H8 1.602 -0.576 -1.330
H9 3.267 -0.873 -0.492
H10 2.611 0.804 -0.634
H11 0.800 -2.522 0.108
H12 0.321 -2.256 1.752
H13 2.061 -2.499 1.364

Summary:
Molecular weight ... 163.2 Da
Structure (SMILES) ... C#Cc1c(C)nc(N)n1C(C)C
HOMO-LUMO gap ... 8.84 eV
2S+1 ... 1
Charge ... 0
E_HOMO ... -0.2927 Eh

Löwdin atomic charge list, values in e, 8 entries: 0.16 -0.11 -0.11 -0.31 -0.03 0.15 -0.52 0.13


Which is most stable, and by how much? entry two, by 100.4 kcal/mol.


Entry one
Density functional theory data (ωB97M-V with the def2-TZVPD basis set) for 2 unconnected molecules or ions with the total composition C4H9N3O2S.

Geometry (Å):
C1 1.245 1.299 0.035
C2 -0.083 -0.690 -0.271
C3 2.240 0.764 -0.879
C4 -3.219 -1.713 0.064
N1 0.048 0.575 0.159
N2 1.557 2.169 0.896
N3 -2.476 -0.739 -0.632
O1 0.800 -1.494 -0.495
O2 2.425 -0.617 1.401
S1 2.539 -0.969 0.036
H1 1.868 0.521 -1.839
H2 3.152 1.428 -0.967
H3 -3.160 -2.739 -0.138
H4 -4.190 -1.471 -0.188
H5 -3.146 -1.508 1.078
H6 -0.682 1.001 0.900
H7 2.534 2.536 0.988
H8 0.943 2.693 1.520
H9 -2.397 -1.046 -1.668

Summary:
Molecular weight ... 163.2 Da
HOMO-LUMO gap (spin up / spin down) ... 7.98 / 7.43 eV
2S+1 ... 1
Charge ... +2
E_HOMO (spin up / spin down) ... -0.6525 / -0.6449 Eh

Löwdin atomic charge list, values in e, 8 entries: -0.36 -0.17 -0.10 -0.13 0.14 0.31 0.14 -0.05


Entry two
Density functional theory data (ωB97M-V with the def2-TZVPD basis set) for a gas-phase ion, C4H9N3O2S (charge +2).

Geometry (Å):
C1 -1.988 -0.205 -0.022
C2 0.932 -0.481 0.268
C3 -1.385 1.100 -0.548
C4 3.232 -0.412 -0.272
N1 -1.178 -1.263 -0.044
N2 -3.236 -0.068 0.400
N3 1.955 -1.095 -0.050
O1 -0.079 1.349 1.832
O2 1.189 1.978 -0.212
S1 0.147 1.300 0.433
H1 -1.060 0.964 -1.566
H2 -2.020 1.853 -0.353
H3 3.130 -0.077 -1.340
H4 4.202 -1.005 -0.125
H5 3.143 0.499 0.204
H6 -1.421 -2.183 0.508
H7 -3.689 0.832 0.352
H8 -3.871 -0.926 0.555
H9 1.998 -2.159 -0.022

Summary:
Molecular weight ... 163.2 Da
HOMO-LUMO gap (spin up / spin down) ... 7.93 / 7.94 eV
2S+1 ... 1
Charge ... +2
E_HOMO (spin up / spin down) ... -0.7020 / -0.7021 Eh

Löwdin atomic charge list, values in e, 8 entries: -0.43 0.16 -0.06 0.05 0.16 0.24 0.08 -0.18


Which is most stable, and by how much? entry two, by 4.9 kcal/mol.


Entry one
Density functional theory data (ωB97M-V with the def2-TZVPD basis set) for a single C6H11NSSi molecule.

Geometry (Å):
C1 -2.479 1.319 -0.482
C2 -3.221 -1.158 0.205
C3 -0.919 -0.666 -0.246
C4 1.869 -1.669 0.420
C5 0.939 1.092 1.527
C6 1.437 0.756 -1.628
N1 -1.919 -1.254 0.085
Si1 0.811 -0.138 -0.001
S1 -3.831 0.466 -0.165
H1 -2.729 2.345 -0.934
H2 -4.032 -1.823 0.061
H3 2.210 -1.720 1.480
H4 1.414 -2.630 0.301
H5 2.802 -1.740 -0.115
H6 1.379 0.626 2.340
H7 1.585 1.857 1.266
H8 0.052 1.479 1.795
H9 1.184 0.269 -2.471
H10 0.990 1.681 -1.740
H11 2.457 0.909 -1.699

Summary:
Molecular weight ... 157.3 Da
HOMO-LUMO gap (spin up / spin down) ... 7.87 / 7.87 eV
2S+1 ... 1
Charge ... 0
E_HOMO (spin up / spin down) ... -0.2810 / -0.2810 Eh

Löwdin atomic charge list, values in e, 8 entries: -0.39 -0.47 -0.10 -0.18 -0.13 -0.14 -0.11 0.62


Entry two
Density functional theory data (ωB97M-V with the def2-TZVPD basis set) for 2 unconnected molecules or ions with the total composition C6H11NSSi.

Geometry (Å):
C1 0.435 3.416 -0.024
Si1 0.481 1.588 0.470
C2 -0.948 0.847 1.446
C3 -0.929 0.448 -0.040
H1 1.445 3.793 -0.152
H2 -0.095 3.561 -0.961
H3 -0.050 4.023 0.734
H4 1.797 0.994 0.645
H5 -1.779 1.468 1.752
H6 -0.783 0.042 2.148
H7 -0.729 -0.595 -0.236
H8 -1.753 0.811 -0.638
C4 0.466 -5.284 -0.694
C5 1.501 -4.755 -1.395
S1 1.060 -3.224 -2.045
C6 -0.502 -3.432 -1.308
N1 -0.652 -4.523 -0.657
H9 0.471 -6.230 -0.183
H10 2.477 -5.161 -1.573
H11 -1.262 -2.683 -1.416

Summary:
Molecular weight ... 157.3 Da
Structure (SMILES) ... C[SiH]1CC1.c1cscn1
HOMO-LUMO gap ... 9.50 eV
2S+1 ... 1
Charge ... 0
E_HOMO ... -0.3213 Eh

Löwdin atomic charge list, values in e, 8 entries: -0.23 0.67 -0.31 -0.31 0.01 0.02 0.02 -0.04


Which is most stable, and by how much? entry two, by 70.1 kcal/mol.


Entry one
Density functional theory data (ωB97M-V with the def2-TZVPD basis set) for 2 unconnected molecules or ions with the total composition C4H12.

Geometry (Å):
C1 1.871 0.181 -0.423
C2 1.402 -1.176 0.092
H1 3.053 0.413 -0.162
H2 2.129 0.196 -1.647
H3 1.122 0.800 -0.027
H4 0.945 -1.679 -0.731
H5 0.599 -1.193 0.742
H6 2.234 -1.680 0.617
C3 -1.237 1.005 0.531
C4 -2.103 0.026 -0.236
H7 -1.764 1.597 1.393
H8 -0.395 0.424 0.961
H9 -0.619 1.690 -0.060
H10 -2.036 -1.004 0.309
H11 -3.121 0.361 -0.055
H12 -1.742 -0.143 -1.119

Summary:
Molecular weight ... 60.1 Da
HOMO-LUMO gap (spin up / spin down) ... 13.31 / 3.65 eV
2S+1 ... 2
Charge ... +1
⟨S²⟩ ... 0.75
E_HOMO (spin up / spin down) ... -0.6031 / -0.5551 Eh

Löwdin atomic charge list, values in e, 8 entries: 0.00 -0.09 0.21 0.24 0.01 0.11 0.03 0.12


Entry two
Density functional theory data (ωB97M-V with the def2-TZVPD basis set) for 2 unconnected molecules or ions with the total composition C4H12.

Geometry (Å):
C1 -1.233 -0.962 -1.582
C2 -1.509 0.511 -1.286
H1 -0.737 -1.472 -0.672
H2 -2.266 -1.469 -1.774
H3 -0.615 -1.007 -2.561
H4 -2.490 0.934 -1.528
H5 -0.799 1.186 -1.762
H6 -1.660 0.706 -0.276
C3 1.726 0.137 2.104
C4 1.044 0.267 0.761
H7 1.964 -0.797 2.641
H8 2.695 0.701 2.102
H9 1.094 0.705 2.853
H10 1.723 -0.179 -0.010
H11 0.820 1.250 0.259
H12 0.100 -0.269 0.740

Summary:
Molecular weight ... 60.1 Da
HOMO-LUMO gap (spin up / spin down) ... 14.02 / 4.02 eV
2S+1 ... 2
Charge ... +1
⟨S²⟩ ... 0.75
E_HOMO (spin up / spin down) ... -0.6212 / -0.5625 Eh

Löwdin atomic charge list, values in e, 8 entries: -0.08 -0.12 0.11 0.15 0.12 0.13 0.10 0.06


Entry three
Density functional theory data (ωB97M-V with the def2-TZVPD basis set) for 2 unconnected molecules or ions with the total composition C4H12.

Geometry (Å):
C1 1.006 1.806 -1.533
C2 1.380 0.392 -1.136
H1 1.132 1.982 -2.603
H2 -0.016 2.025 -1.184
H3 1.619 2.546 -0.998
H4 0.541 -0.181 -0.646
H5 2.209 0.363 -0.440
H6 1.655 -0.249 -1.976
C3 -1.259 -1.495 0.697
C4 -1.117 -0.681 1.963
H7 -1.875 -0.912 0.016
H8 -0.389 -1.862 0.060
H9 -1.575 -2.550 0.930
H10 -0.544 0.181 1.599
H11 -2.092 -0.396 2.383
H12 -0.523 -1.241 2.688

Summary:
Molecular weight ... 60.1 Da
HOMO-LUMO gap (spin up / spin down) ... 13.14 / 4.37 eV
2S+1 ... 2
Charge ... +1
⟨S²⟩ ... 0.75
E_HOMO (spin up / spin down) ... -0.5970 / -0.5737 Eh

Löwdin atomic charge list, values in e, 8 entries: -0.11 -0.11 0.09 0.09 0.09 0.06 0.09 0.09


Which is most stable, and by how much? entry three, by 11.0 kcal/mol.


Entry one
Density functional theory data (ωB97M-V with the def2-TZVPD basis set) for 2 unconnected molecules or ions with the total composition C3H9N.

Geometry (Å):
C1 1.392 -1.512 -0.165
C2 0.495 -0.534 -0.442
N1 0.227 -0.042 -1.711
H1 1.604 -2.316 -0.859
H2 1.950 -1.431 0.787
H3 -0.228 -0.286 0.337
H4 0.931 0.005 -2.424
H5 -0.339 0.788 -1.663
C3 -1.696 1.584 1.954
H6 -2.361 2.408 2.102
H7 -1.071 1.596 1.065
H8 -1.015 1.592 2.835
H9 -2.041 0.523 1.994

Summary:
Molecular weight ... 59.1 Da
Structure (SMILES) ... C=CN.C
HOMO-LUMO gap ... 8.71 eV
2S+1 ... 1
Charge ... 0
E_HOMO ... -0.2844 Eh

Löwdin atomic charge list, values in e, 8 entries: -0.05 -0.30 0.04 0.03 0.04 0.08 0.09 0.07


Entry two
Density functional theory data (ωB97M-V with the def2-TZVPD basis set) for a single C3H9N molecule.

Geometry (Å):
C1 -0.024 -0.143 -1.672
C2 0.749 0.331 -0.400
N1 -0.045 0.614 0.866
C3 -0.571 -0.669 1.366
H1 0.776 -0.358 -2.396
H2 -0.731 -1.045 -1.534
H3 -0.607 0.740 -2.225
H4 1.583 -0.297 -0.170
H5 1.099 1.402 -0.664
H6 -0.729 1.269 0.533
H7 -1.219 -1.336 0.665
H8 0.325 -1.251 1.685
H9 -1.101 -0.535 2.276

Summary:
Molecular weight ... 59.1 Da
Structure (SMILES) ... CCNC
HOMO-LUMO gap ... 10.20 eV
2S+1 ... 1
Charge ... 0
E_HOMO ... -0.3310 Eh

Löwdin atomic charge list, values in e, 8 entries: -0.13 -0.29 -0.13 -0.17 0.05 0.07 0.10 0.08


Which is most stable, and by how much? entry two, by 17.2 kcal/mol.